Entry 1:
{
  "formula": "C43H42N6O7SiTl",
  "method": "ωB97M-V/def2-TZVPD",
  "elements": ["Tl", "C", "C", "C", "C", "C", "C", "C", "C", "N", "C", "O", "C", "C", "C", "C", "C", "N", "C", "O", "N", "C", "C", "C", "C", "C", "C", "C", "C", "H", "H", "H", "H", "H", "H", "H", "H", "H", "H", "H", "H", "H", "H", "H", "H", "H", "H", "H", "H", "H", "O", "C", "O", "C", "C", "N", "N", "C", "C", "O", "O", "H", "H", "H", "C", "Si", "C", "C", "N", "C", "C", "C", "C", "C", "C", "O", "C", "C", "C", "C", "C", "C", "H", "H", "H", "H", "H", "H", "H", "H", "H", "H", "H", "H", "H", "H", "H", "H", "H", "H"],
  "positions_angstrom": [[0.419, -0.287, 0.169], [2.025, -4.554, -1.435], [1.849, -3.520, -2.516], [1.619, -3.969, -3.814], [1.491, -3.093, -4.875], [1.649, -1.738, -4.643], [1.892, -1.247, -3.365], [2.174, 0.215, -3.185], [1.937, -2.133, -2.272], [2.052, -1.627, -0.941], [3.128, -1.931, -0.212], [4.162, -2.504, -0.571], [3.034, -1.557, 1.260], [4.076, -1.796, 2.140], [3.891, -1.477, 3.479], [2.682, -0.944, 3.914], [1.686, -0.739, 2.979], [1.894, -1.051, 1.707], [0.322, -0.192, 3.355], [0.164, 0.191, 4.529], [-0.568, -0.183, 2.371], [-1.937, 0.041, 2.658], [-2.608, 1.139, 2.096], [-1.859, 2.261, 1.425], [-3.988, 1.251, 2.238], [-4.709, 0.329, 2.977], [-4.031, -0.703, 3.606], [-2.657, -0.865, 3.466], [-1.984, -1.976, 4.226], [1.927, -5.554, -1.859], [1.284, -4.452, -0.643], [3.012, -4.459, -0.982], [1.535, -5.038, -3.985], [1.296, -3.463, -5.875], [1.599, -1.038, -5.471], [2.137, 0.740, -4.141], [3.157, 0.369, -2.738], [1.472, 0.689, -2.509], [4.993, -2.221, 1.759], [4.691, -1.647, 4.189], [2.495, -0.683, 4.946], [-0.905, 1.936, 1.032], [-1.644, 3.047, 2.154], [-2.447, 2.698, 0.617], [-4.495, 2.091, 1.774], [-5.783, 0.427, 3.083], [-4.580, -1.415, 4.216], [-2.730, -2.661, 4.632], [-1.400, -1.562, 5.050], [-1.298, -2.548, 3.604], [3.881, 5.351, 0.591], [3.291, 5.370, 1.766], [3.304, 6.353, 2.477], [2.602, 4.127, 2.214], [2.075, 3.986, 3.476], [1.524, 2.764, 3.534], [1.644, 2.090, 2.392], [2.293, 2.888, 1.573], [2.575, 2.377, 0.191], [3.435, 2.969, -0.482], [1.938, 1.364, -0.248], [3.772, 4.451, 0.137], [2.076, 4.680, 4.302], [1.109, 2.279, 4.318], [-3.442, -2.929, 0.509], [-1.785, -2.739, -0.370], [-1.771, -3.792, -1.925], [-0.484, -3.376, 0.814], [-1.401, -1.084, -0.753], [-2.268, -0.261, -1.449], [-3.513, -0.730, -1.913], [-4.422, 0.079, -2.573], [-4.134, 1.415, -2.794], [-2.914, 1.912, -2.360], [-1.992, 1.090, -1.737], [-0.790, 1.600, -1.265], [-0.236, 2.702, -1.896], [0.001, 2.718, -3.262], [0.609, 3.826, -3.831], [0.990, 4.906, -3.043], [0.748, 4.876, -1.677], [0.121, 3.778, -1.105], [-3.367, -3.698, 1.285], [-4.251, -3.218, -0.170], [-3.728, -1.991, 0.996], [-1.656, -4.854, -1.677], [-0.933, -3.502, -2.566], [-2.693, -3.682, -2.506], [-0.622, -4.447, 0.995], [-0.552, -2.855, 1.770], [0.526, -3.225, 0.429], [-3.768, -1.768, -1.735], [-5.366, -0.341, -2.902], [-4.841, 2.067, -3.293], [-2.671, 2.955, -2.512], [-0.280, 1.864, -3.867], [0.801, 3.840, -4.897], [1.480, 5.762, -3.492], [1.052, 5.704, -1.048], [-0.083, 3.745, -0.041]],
  "multiplicity": 1,
  "total_charge": -1,
  "orbital_gap_ev": 7.47
}

Entry 2:
{
  "formula": "C43H42NS2SbSeSi2Tc",
  "method": "ωB97M-V/def2-TZVPD",
  "elements": ["Tc", "C", "Si", "C", "C", "C", "C", "C", "C", "C", "Si", "C", "C", "H", "H", "H", "H", "H", "H", "H", "H", "H", "H", "H", "H", "H", "H", "H", "H", "S", "C", "C", "C", "C", "C", "C", "C", "C", "C", "N", "H", "H", "H", "H", "H", "H", "Se", "C", "C", "C", "C", "C", "C", "H", "H", "H", "H", "H", "S", "Sb", "C", "C", "C", "C", "C", "C", "C", "C", "C", "C", "C", "C", "C", "C", "C", "C", "C", "C", "H", "H", "H", "H", "H", "H", "H", "H", "H", "H", "H", "H", "H", "H", "H"],
  "positions_angstrom": [[0.801, 0.484, -0.467], [-0.891, 2.578, 2.046], [0.055, 0.945, 1.892], [1.432, 1.017, 3.186], [-1.109, -0.354, 2.583], [-1.763, -0.208, 3.814], [-2.510, -1.246, 4.339], [-2.625, -2.442, 3.633], [-1.998, -2.584, 2.409], [-1.229, -1.543, 1.870], [-0.195, -1.706, 0.289], [-1.374, -2.616, -0.892], [1.103, -2.990, 0.787], [-0.631, 3.075, 2.986], [-1.969, 2.390, 2.060], [-0.689, 3.270, 1.233], [0.940, 1.176, 4.151], [2.121, 1.848, 3.021], [1.995, 0.085, 3.262], [-1.677, 0.720, 4.371], [-3.007, -1.132, 5.296], [-3.211, -3.256, 4.041], [-2.102, -3.522, 1.873], [-2.033, -3.268, -0.313], [-0.826, -3.234, -1.604], [-2.008, -1.942, -1.477], [0.590, -3.838, 1.249], [1.799, -2.587, 1.527], [1.677, -3.365, -0.062], [2.592, -2.429, -3.407], [1.006, -2.099, -3.962], [0.291, -1.351, -3.080], [1.016, -1.029, -1.887], [2.287, -1.551, -1.957], [3.259, -1.267, -0.927], [4.514, -1.861, -0.823], [5.351, -1.491, 0.208], [4.926, -0.521, 1.107], [3.674, 0.032, 0.939], [2.843, -0.335, -0.043], [0.684, -2.477, -4.920], [-0.727, -1.044, -3.265], [4.811, -2.607, -1.548], [6.327, -1.947, 0.309], [5.553, -0.189, 1.922], [3.314, 0.806, 1.598], [2.001, 2.638, -0.240], [0.872, 4.122, -0.695], [0.218, 4.184, -1.921], [-0.596, 5.265, -2.227], [-0.754, 6.301, -1.316], [-0.086, 6.254, -0.100], [0.726, 5.172, 0.208], [0.350, 3.382, -2.637], [-1.105, 5.299, -3.182], [-1.387, 7.146, -1.559], [-0.198, 7.061, 0.613], [1.240, 5.131, 1.160], [-1.069, 1.327, -1.170], [-3.425, 0.526, -0.440], [-4.565, -0.762, 0.811], [-4.903, -2.039, 0.369], [-5.659, -2.874, 1.178], [-6.078, -2.438, 2.428], [-5.726, -1.174, 2.876], [-4.961, -0.338, 2.074], [-4.354, 2.390, -0.028], [-5.713, 2.465, 0.266], [-6.313, 3.697, 0.487], [-5.558, 4.860, 0.414], [-4.205, 4.791, 0.118], [-3.602, 3.560, -0.104], [-4.326, 0.053, -2.308], [-5.684, -0.250, -2.387], [-6.265, -0.535, -3.615], [-5.494, -0.520, -4.769], [-4.143, -0.215, -4.697], [-3.561, 0.072, -3.469], [-4.588, -2.382, -0.610], [-5.925, -3.865, 0.830], [-6.673, -3.089, 3.057], [-6.038, -0.839, 3.857], [-4.681, 0.643, 2.438], [-6.313, 1.565, 0.329], [-7.370, 3.748, 0.715], [-6.027, 5.820, 0.589], [-3.608, 5.693, 0.060], [-2.543, 3.522, -0.333], [-6.295, -0.271, -1.492], [-7.320, -0.770, -3.670], [-5.948, -0.744, -5.726], [-3.540, -0.197, -5.596], [-2.507, 0.322, -3.417]],
  "multiplicity": 2,
  "orbital_gap_ev": [6.34, 6.32]
}